(1)
Here is a molecular structure, C14H26INO3P2Yb in a non-equilibrium geometry from the Open Molecules 2025 dataset. Energies are from ωB97M-V/def2-TZVPD.

```
48
Properties=species:S:1:pos:R:3:forces:R:3:mulliken_spin:R:1
C 0.024264 -0.284182 -6.433727 0.0 0.0 -0.1 0.04
C 0.028452 0.335801 -5.067161 0.0 3.3 0.6 0.21
H 0.029177 0.458258 -7.255487 0.0 -0.2 0.7 0.01
H -0.882859 -0.908502 -6.500978 0.4 0.1 0.0 0.00
H 0.922282 -0.921528 -6.501886 -0.4 0.1 0.0 0.00
O 0.041431 1.460044 -4.646549 0.0 -2.9 -1.2 0.10
I -0.000466 -1.401938 -3.417465 0.0 -0.6 0.8 -0.09
Yb 0.019033 -1.310393 -0.406085 -0.1 2.4 0.0 1.69
P 2.502180 0.070911 -0.408928 1.5 -1.0 -0.6 -0.03
C 3.493928 1.206036 0.609873 -0.3 0.4 0.3 0.00
C 3.020203 -1.536319 0.309804 0.4 0.0 0.2 -0.01
H 4.116476 -1.571985 0.244655 -0.2 -0.3 0.1 0.00
H 4.552129 -0.204389 -1.681294 -0.4 0.1 -0.2 0.00
H 2.615268 -2.389308 -0.264143 0.2 0.1 0.2 0.01
H 3.085401 -0.691886 -2.638587 0.3 0.3 0.2 0.00
H 3.154426 1.171326 1.652566 0.1 0.1 -0.2 0.00
H 2.713204 -1.605888 1.361729 0.1 -0.2 -0.3 0.00
C 3.508304 0.049446 -1.940270 -0.2 0.1 -0.1 0.01
H 4.560412 0.937350 0.565702 -0.4 0.0 -0.1 0.00
H 3.456325 1.054535 -2.391953 0.1 -0.5 0.0 0.00
H 3.366569 2.229783 0.233089 0.1 -0.2 0.2 0.00
P -2.466913 0.080252 -0.444790 -1.4 -0.9 -0.6 -0.02
C -3.407032 1.220033 0.612810 0.3 0.5 0.4 0.00
C -3.461359 0.163076 -1.976912 0.2 0.1 -0.2 0.01
H -2.654809 -2.371378 -0.360013 -0.1 0.1 0.1 0.01
H -4.140862 -1.522816 0.128114 0.1 -0.3 0.1 0.00
H -2.770840 -1.633946 1.274881 -0.1 -0.1 -0.3 0.00
C -3.047963 -1.521295 0.220334 -0.4 -0.1 0.1 0.00
H -3.063475 -0.561293 -2.704088 -0.3 0.3 0.2 0.00
H -4.513061 -0.065389 -1.733852 0.4 0.1 -0.2 0.00
H -4.483482 1.006010 0.558290 0.3 -0.1 -0.1 0.00
H -3.239655 2.253772 0.287292 0.0 -0.2 0.1 0.00
H -3.375734 1.181310 -2.390223 -0.1 -0.4 0.0 0.00
H -3.081371 1.135048 1.655396 -0.1 0.1 -0.1 0.00
C 0.004576 1.159039 -0.086179 0.1 3.6 0.8 0.04
O 0.013420 2.275130 0.245955 -0.1 -3.5 -0.9 0.00
O -0.030241 -1.032028 1.689478 0.0 -0.4 1.1 0.00
N -0.035800 -0.543500 2.957958 0.2 -0.4 -0.8 0.00
C -1.227499 -0.373901 3.583031 0.5 0.4 -0.4 0.01
C -1.257688 0.357058 4.746633 -0.2 -0.3 0.4 0.00
C -0.084348 0.805490 5.331401 0.4 0.1 -0.1 0.01
C 1.134884 0.513099 4.716234 -0.2 -0.1 -0.2 0.00
C 1.150428 -0.188063 3.516543 -0.4 0.2 0.5 0.01
H -2.120925 -0.760291 3.102297 0.4 0.1 -0.1 0.00
H -2.212296 0.534791 5.220390 0.0 0.0 0.0 0.00
H -0.114160 1.373941 6.257736 0.0 -0.1 -0.2 0.00
H 2.075290 0.855896 5.138046 -0.2 -0.2 0.0 0.00
H 2.084785 -0.487205 3.030312 -0.7 0.2 -0.1 0.00
```
Forces are in eV/Å.

Properties
Lowest unoccupied orbital energy (spin up / spin down), eV: -6.619 / -7.276
⟨S²⟩: 2.02
Calculated total energy, a.u.: -2967.9875
Orbital gap (spin up / spin down), Ha: 0.1581 / 0.2736
Multiplicity: 3
HOMO level (spin up / spin down), eV: -10.9 / -14.7
Total charge: +2

(2)
Here is a molecular structure, C36H42ClN4OPPdSi2 in a non-equilibrium geometry from the Open Molecules 2025 dataset. Energies are from ωB97M-V/def2-TZVPD.

```
88
Properties=species:S:1:pos:R:3:forces:R:3:lowdin_charge:R:1
Pd -0.564400 0.586600 0.571400 -1.2 -0.7 0.4 0.71
O 1.889200 0.153500 -1.271100 0.3 -0.1 0.3 -0.04
N 1.806700 0.193500 0.116300 0.1 -0.2 -0.1 -0.05
C 2.618100 -0.614100 0.681200 0.0 0.2 -1.4 -0.13
C 2.772000 -0.804300 2.106000 -0.2 0.0 1.0 -0.21
C 3.947000 -1.445200 2.518600 -0.1 0.2 -0.3 -0.03
C 4.195400 -1.725800 3.842900 0.0 0.0 0.1 -0.06
C 3.265100 -1.364500 4.805700 0.1 -0.1 0.0 -0.06
C 2.099500 -0.737200 4.420000 -0.1 0.2 0.0 -0.09
C 1.824900 -0.451800 3.083600 0.1 -0.3 -0.5 -0.27
P 0.210300 0.344400 2.741900 -0.3 0.4 0.0 1.07
C 0.532100 1.907600 3.633000 -0.2 0.1 -0.4 -0.33
C 1.058400 2.945500 2.870100 -0.1 -0.1 -0.1 -0.11
C 1.382500 4.152000 3.461700 0.1 0.1 0.0 -0.08
C 1.190500 4.327800 4.822600 0.1 0.0 -0.1 -0.07
C 0.682700 3.291800 5.589200 0.0 0.0 0.0 -0.07
C 0.349800 2.084500 5.001000 -0.1 -0.1 -0.1 -0.09
C -0.938300 -0.555100 3.843000 -0.2 0.0 -0.3 -0.35
C -0.764400 -1.890000 4.201600 0.1 0.2 -0.1 -0.10
C -1.717200 -2.536400 4.970600 0.0 -0.1 0.1 -0.08
C -2.866000 -1.872000 5.367300 0.0 0.0 0.0 -0.07
C -3.066400 -0.556000 4.978300 -0.1 0.1 0.1 -0.07
C -2.115000 0.099100 4.218500 0.2 0.1 -0.1 -0.11
H 1.241700 0.808400 -1.589000 0.2 -0.1 0.4 0.05
H 3.273800 -1.217000 0.050900 0.0 0.1 0.0 0.14
H 4.675800 -1.712200 1.766700 0.0 -0.1 -0.1 0.12
H 5.107000 -2.226800 4.128400 0.1 0.0 0.0 0.11
H 3.442900 -1.581100 5.848200 0.0 0.0 0.1 0.11
H 1.377300 -0.459000 5.172100 0.0 0.0 0.1 0.10
H 1.185600 2.798900 1.802700 0.0 0.1 0.0 0.08
H 1.777300 4.956900 2.859400 0.0 0.1 0.0 0.11
H 1.435100 5.270700 5.286300 0.0 0.1 0.0 0.10
H 0.544400 3.422800 6.651200 0.0 0.0 0.1 0.11
H -0.066600 1.296400 5.612300 0.0 -0.1 0.0 0.10
H 0.116700 -2.428700 3.881100 0.0 0.0 0.0 0.11
H -1.561400 -3.566000 5.261800 0.0 0.0 0.0 0.11
H -3.605400 -2.378200 5.972200 0.0 0.0 0.0 0.11
H -3.965900 -0.035200 5.273100 -0.1 0.0 0.0 0.11
H -2.274000 1.124500 3.904300 -0.1 0.0 0.0 0.12
C -0.053300 2.817600 -1.115100 -0.4 0.4 0.4 -0.21
Si -1.703300 3.373100 -0.259600 0.7 1.2 -0.4 0.42
C -2.619900 4.237600 -1.712600 0.1 -0.5 0.6 -0.18
C -1.381700 4.756400 1.009500 0.0 -0.6 -0.6 -0.17
N -2.397300 2.065800 0.596900 1.1 0.2 0.5 -0.06
C -3.122400 1.064200 -0.039200 -1.1 -0.3 0.3 -0.49
C -4.386000 1.484100 -0.822700 -0.1 0.1 -0.2 -0.18
C -6.782600 0.854900 -0.825500 0.1 0.0 0.0 0.07
C -5.150100 -0.915900 -0.472200 -0.2 -0.2 0.4 -0.13
C -3.844200 -1.695200 -0.575800 0.3 -0.5 -0.4 -0.05
C -2.499900 -0.950800 -0.385900 -0.5 0.0 1.3 -0.52
N -1.299100 -1.573300 -0.189400 1.1 -0.5 0.5 -0.05
Si -0.994400 -3.203100 0.189600 0.2 -0.4 -0.5 0.40
C 0.812700 -3.312500 0.772000 -0.7 -0.1 -0.2 -0.16
C -2.070500 -4.058900 1.518700 0.3 0.4 -0.5 -0.16
C -1.198000 -4.215600 -1.432600 0.1 0.2 0.7 -0.18
H 0.408800 3.604200 -1.702500 0.1 0.3 -0.1 0.03
H -0.299700 2.004700 -1.803000 0.0 -0.1 0.0 0.00
H 0.677400 2.494300 -0.362000 0.0 0.0 -0.2 -0.02
H -2.087900 5.141300 -1.997200 0.2 0.2 0.1 0.03
H -3.628300 4.534000 -1.442400 -0.3 0.1 0.0 0.02
H -2.682300 3.614200 -2.597100 0.0 -0.1 -0.1 -0.01
H -0.658100 5.459200 0.612800 0.2 0.2 -0.1 0.02
H -1.013700 4.377000 1.952400 0.1 -0.1 0.2 -0.01
H -2.298100 5.305300 1.195000 -0.3 0.1 0.0 0.02
H -4.696200 2.492300 -0.557200 -0.1 0.0 0.0 0.14
H -7.067100 1.886400 -0.941100 0.0 0.2 0.0 0.06
H -6.003400 -1.577600 -0.607300 0.1 0.0 0.0 0.15
H -3.876800 -2.699500 -0.966600 -0.2 -0.2 -0.2 0.12
H 1.005800 -2.568100 1.536000 0.0 0.1 0.2 -0.02
H 1.498200 -3.140800 -0.049200 0.2 0.1 -0.3 0.02
H 1.038000 -4.286300 1.191800 0.0 -0.3 0.1 0.03
H -2.048600 -3.523200 2.461000 0.0 0.1 0.2 -0.01
H -1.707300 -5.064900 1.696500 0.1 -0.3 0.0 0.02
H -3.108300 -4.131300 1.207300 -0.2 0.0 -0.1 0.02
H -0.792000 -3.671800 -2.279100 0.1 0.2 -0.1 0.02
H -2.243700 -4.420600 -1.644700 -0.2 0.0 0.0 0.01
H -0.681600 -5.166500 -1.367800 0.1 -0.3 0.0 0.01
Cl -4.817800 2.023000 -3.544500 -0.1 0.0 -0.2 0.73
C -3.910000 1.368300 -2.254700 0.4 -0.2 0.2 -0.64
C -5.508900 0.494700 -0.725600 -0.2 0.1 0.0 -0.24
C -4.354300 -1.197500 0.760000 -0.3 0.0 -0.2 -0.10
C -3.198100 -0.225000 0.828600 0.1 0.2 -0.3 -0.10
N -2.289300 0.342000 -1.087700 0.8 0.3 1.0 -0.01
C -2.807000 0.625200 -2.346000 0.0 0.5 -0.6 -0.08
H -7.577500 0.127700 -0.793800 -0.1 -0.2 0.0 0.06
H -4.716700 -1.727500 1.623700 -0.1 -0.2 0.0 0.14
H -2.680200 -0.142800 1.785600 -0.1 0.0 -0.3 0.10
H -2.295600 0.297700 -3.235700 0.0 0.0 -0.2 0.13
```
Forces are in eV/Å.

Properties
Lowest unoccupied orbital energy (spin up / spin down), eV: -1.499 / -1.481
Calculated total energy, a.u.: -3199.5288
Orbital gap (spin up / spin down), Ha: 0.1879 / 0.1891
Energy relative to the best compared isomer or geometry (same formula, charge and spin), eV: 6.6561
HOMO level (spin up / spin down), eV: -6.6 / -6.6

(3)
Here is a molecular structure, C18H14O6PS2Se2Sn from the Open Molecules 2025 dataset. Energies are from ωB97M-V/def2-TZVPD.

```
44
Properties=species:S:1:pos:R:3:forces:R:3:lowdin_charge:R:1
Sn 0.458658 0.900068 -0.591984 0.5 0.3 -0.2 0.73
O -1.314638 4.120966 -2.844510 0.0 -0.1 0.1 -0.24
S -0.251614 3.656015 -2.022571 0.2 -0.1 -0.1 0.58
O -0.029665 4.223344 -0.733076 0.0 0.0 -0.1 -0.26
O -0.436076 2.092715 -1.872781 -0.2 0.0 0.1 -0.45
C 1.240330 3.721908 -3.022806 0.2 -0.1 0.0 -0.20
C 1.109718 4.458266 -4.191142 0.0 0.0 0.2 -0.03
C 2.178200 4.591769 -5.068612 0.0 0.0 -0.1 -0.03
C 3.389278 3.987925 -4.795045 0.0 0.1 -0.1 -0.03
C 3.545974 3.247499 -3.633713 -0.1 0.0 0.2 -0.03
C 2.484514 3.113042 -2.745615 -0.1 0.1 -0.1 -0.23
S 2.838597 2.066583 -1.365615 0.2 -0.1 -0.2 0.61
O 1.986236 2.484443 -0.220234 -0.2 -0.1 0.1 -0.40
O 4.238969 2.000921 -1.153908 -0.2 -0.1 -0.1 -0.21
O 2.190829 0.707544 -1.717279 -0.1 0.1 0.1 -0.40
H 0.157772 4.925164 -4.402712 0.0 0.0 0.0 0.12
H 2.052650 5.173986 -5.973116 0.0 0.0 0.0 0.12
H 4.221218 4.091840 -5.479087 0.0 0.0 0.0 0.12
H 4.493294 2.784293 -3.394046 0.0 0.0 0.0 0.12
Se 0.328058 0.526761 1.875219 -0.2 -0.1 -0.1 0.56
P -0.729344 -1.348628 1.221177 0.1 0.2 -0.1 0.38
Se -0.678717 -1.326026 -1.011856 0.0 0.1 0.2 0.54
C 0.131126 -2.769746 1.858599 0.0 -0.1 0.0 -0.43
C 0.113474 -2.952257 3.244350 0.0 0.0 0.0 -0.08
C 0.766978 -4.041036 3.789571 0.0 0.0 0.0 -0.05
C 1.422651 -4.944144 2.958571 0.0 0.0 0.0 -0.04
C 1.432403 -4.762459 1.584174 0.0 0.0 0.0 -0.05
C 0.789153 -3.667408 1.023858 0.1 0.0 0.1 -0.09
C -2.405246 -1.355545 1.823225 0.0 -0.1 0.1 -0.42
C -3.141592 -2.525153 1.610439 0.0 0.0 0.0 -0.08
C -4.450926 -2.587852 2.048198 0.0 0.0 0.0 -0.05
C -5.018021 -1.496568 2.698520 0.0 0.0 0.0 -0.04
C -4.283084 -0.339985 2.910933 0.0 0.0 0.0 -0.05
C -2.969003 -0.260092 2.469142 -0.1 0.0 0.0 -0.09
H -0.412935 -2.255857 3.888337 0.0 0.0 0.0 0.12
H 0.762051 -4.191009 4.861362 0.0 0.0 0.0 0.12
H 1.930965 -5.797015 3.390213 0.0 0.0 0.0 0.12
H 1.944426 -5.469537 0.944120 0.0 0.0 0.0 0.12
H 0.808630 -3.514476 -0.047040 0.0 0.0 0.0 0.07
H -2.693270 -3.380257 1.115321 0.0 0.0 0.0 0.12
H -5.029920 -3.488783 1.887891 0.0 0.1 0.0 0.12
H -6.043517 -1.552231 3.042014 0.0 0.0 0.0 0.12
H -4.730023 0.505270 3.417591 0.0 0.0 0.0 0.12
H -2.398558 0.645763 2.623909 0.0 0.0 0.0 0.07
```
Forces are in eV/Å.

Properties
Lowest unoccupied orbital energy, eV: -4.750
Calculated total energy, a.u.: -7300.5053
Orbital gap, Ha: 0.2951
Energy relative to the best compared isomer or geometry (same formula, charge and spin), eV: 0.0000
HOMO level, eV: -12.8
Total charge: +1

(4)
Here is C5H6O in the gas phase from the Open Molecules 2025 dataset. Energies are from ωB97M-V/def2-TZVPD.

```
12
Properties=species:S:1:pos:R:3:forces:R:3:lowdin_charge:R:1
C 1.628482 0.199646 0.147193 0.1 0.0 0.0 -0.09
C 0.369195 1.006669 0.494950 0.1 0.1 0.0 -0.23
C -0.686923 0.696745 -0.454157 -0.2 -0.2 -0.1 -0.02
C -1.458829 0.035165 -1.128414 0.5 0.0 0.6 0.03
C -1.947253 -1.246113 -0.598130 -0.1 -0.5 0.0 -0.30
O -1.200384 -2.149103 -0.296227 -0.5 0.3 -0.4 0.04
H 1.390953 -0.871207 0.129990 0.0 0.3 0.0 0.08
H 1.996743 0.478763 -0.845519 0.0 0.0 0.2 0.08
H 2.412007 0.383855 0.889335 -0.1 0.0 -0.2 0.07
H 0.548960 2.079381 0.581898 0.1 0.0 0.0 0.11
H -0.027965 0.669613 1.466350 0.1 0.2 -0.2 0.13
H -3.024987 -1.283413 -0.387269 -0.1 -0.1 -0.1 0.11
```
Forces are in eV/Å.

Properties
Lowest unoccupied orbital energy, eV: 0.551
Calculated total energy, a.u.: -269.2453
Orbital gap, Ha: 0.3907
SMILES: CCC#CC=O
Energy relative to the best compared isomer or geometry (same formula, charge and spin), eV: 2.7464
HOMO level, eV: -10.1

(5)
Here is a molecular structure, C7H9NO2S2 in a non-equilibrium geometry from the Open Molecules 2025 dataset. Energies are from ωB97M-V/def2-TZVPD.

```
21
Properties=species:S:1:pos:R:3:forces:R:3:lowdin_charge:R:1
C 0.225155 -1.580754 1.375782 0.8 -0.4 0.1 -0.10
C 1.229778 -0.723488 1.428540 -0.8 1.4 -1.2 -0.06
C 1.795385 1.430437 0.019195 0.5 0.3 0.6 -0.38
C 0.186787 -0.547286 -2.395204 0.2 0.9 2.7 -0.34
C -0.892931 -1.550249 0.375475 1.2 -1.2 -1.3 -0.37
C 0.480823 2.105611 -0.500707 2.4 -3.3 1.6 -0.01
C -0.177442 0.903515 0.145823 -0.1 0.0 -1.4 -0.42
N 1.066317 0.437136 0.702862 0.0 1.7 -1.6 -0.02
O 2.972247 1.641632 -0.070419 -0.5 -0.2 0.1 0.11
O -3.035541 0.265575 1.461825 -1.2 -0.2 -1.6 -0.66
S -3.784896 -0.025469 0.169779 0.4 0.6 1.7 0.78
S -0.929779 -0.320925 -1.011210 3.1 -0.1 -1.6 0.92
H 0.413837 -2.431816 1.994658 -0.7 -0.7 0.2 0.10
H 2.118082 -0.671955 1.986464 0.9 -0.8 0.9 0.12
H -0.421291 -0.964518 -3.171257 0.2 -0.1 -0.4 -0.07
H 1.355797 -0.540145 -2.350090 -2.7 -0.3 0.2 0.04
H -0.793158 -2.464797 -0.269408 -0.7 0.4 1.0 0.10
H -1.849278 -1.364092 0.798672 -0.6 -0.8 0.6 -0.02
H 0.309237 3.013977 -0.104798 -0.7 3.0 1.9 0.08
H 0.588231 2.253457 -1.496645 -0.4 -0.3 -3.4 0.08
H -0.857361 1.134164 0.910663 -1.4 0.1 0.9 0.10
```
Forces are in eV/Å.

Properties
Lowest unoccupied orbital energy (spin up / spin down), eV: -2.240 / -2.207
Calculated total energy, a.u.: -1273.5093
Orbital gap (spin up / spin down), Ha: 0.1866 / 0.1884
Energy relative to the best compared isomer or geometry (same formula, charge and spin), eV: 6.7171
HOMO level (spin up / spin down), eV: -7.3 / -7.3

(6)
Here is C5H7I in the gas phase in a non-equilibrium geometry from the Open Molecules 2025 dataset. Energies are from ωB97M-V/def2-TZVPD.

```
13
Properties=species:S:1:pos:R:3:forces:R:3:lowdin_charge:R:1
C 1.619127 -0.406466 0.452043 -1.4 -0.6 1.7 -0.19
C 1.673049 0.764176 -0.123009 -3.8 2.5 -0.9 0.05
C 0.094979 -0.577212 0.957901 3.7 -1.9 1.2 -0.27
C -0.467037 0.751741 0.528617 4.9 1.6 -0.2 -0.88
C -1.444425 0.728268 -0.498356 -0.5 -0.6 -4.4 -0.21
I -0.542196 2.206050 2.033199 -0.3 0.1 0.1 0.83
H 2.489635 -1.009309 0.764278 -0.5 -0.1 -0.4 0.09
H 2.111989 1.613825 -0.721079 0.0 -1.5 1.1 0.08
H -0.310673 -1.458522 0.377503 -0.1 0.8 1.2 0.11
H 0.181528 -0.686983 2.118338 -0.8 -0.3 -2.1 0.11
H -1.713704 1.618411 -1.147885 0.9 -0.6 1.1 0.10
H -2.398635 0.362551 -0.197422 -0.9 -0.6 0.6 0.07
H -0.988550 -0.061169 -1.226619 -1.2 1.3 0.8 0.12
```
Forces are in eV/Å.

Properties
Lowest unoccupied orbital energy (spin up / spin down), eV: 0.448 / 0.427
Calculated total energy, a.u.: -492.2261
Orbital gap (spin up / spin down), Ha: 0.2956 / 0.2961
Energy relative to the best compared isomer or geometry (same formula, charge and spin), eV: 3.3279
HOMO level (spin up / spin down), eV: -7.6 / -7.6